# 1
ORCA calculation (ωB97M-V with the def2-TZVPD basis set) on a 2-piece molecular cluster, C5H13NO2 overall.

Last column: Mulliken charge in e.
Geometry (Å):
C1 -0.53 -1.75 -0.54  -0.9041
N1 0.41 -1.02 0.32  -0.5011
C2 -0.03 0.34 0.65  0.5283
C3 -0.65 1.16 -0.43  -0.7832
C4 -2.11 1.00 -0.50  -0.1579
O1 -2.80 -0.03 -0.07  -0.6351
C5 1.10 1.02 1.43  -1.4944
H1 -0.35 -2.80 -0.52  0.4047
H2 -1.56 -1.45 -0.27  0.3549
H3 -0.41 -1.52 -1.57  0.2609
H4 0.56 -1.58 1.19  0.2669
H5 -0.91 0.23 1.36  0.3566
H6 -0.06 1.39 -1.36  0.3897
H7 -1.78 1.80 0.32  0.2761
H8 -2.58 1.45 -1.37  0.4471
H9 0.77 2.03 1.72  0.4145
H10 1.96 1.19 0.83  0.3522
H11 1.34 0.48 2.33  0.3870
H12 2.83 -0.50 -1.90  0.2938
H13 1.90 -0.76 -0.67  0.4562
O2 2.87 -0.68 -0.96  -0.7131

Molecular weight, g mol⁻¹: 119.2
2S+1: 1
Lowest unoccupied orbital energy, eV: -1.19
Calculated total energy, eV: -10976.306
Relative energy (zero: lowest compared OMol25 entry of this formula, charge and spin), kcal/mol: 128.52

# 2
ORCA calculation (ωB97M-V with the def2-TZVPD basis set) on a 2-piece molecular cluster, CH2FO3S3 overall.

Last column: Mulliken charge in e.
Geometry (Å):
C1 3.22 -1.42 -0.31  0.2137
O1 -1.58 -0.05 -0.61  -0.4584
O2 -2.53 1.09 1.39  -0.5190
O3 -0.13 0.72 1.03  -0.3570
F1 3.60 -1.34 1.01  -0.1952
S1 1.51 -1.38 -0.45  -0.5404
S2 4.35 -1.63 -1.44  -0.3727
S3 -1.61 0.06 1.04  0.6885
H1 0.50 0.17 0.51  0.2433
H2 -0.77 -0.73 -0.72  0.2972

Molecular weight, g mol⁻¹: 177.2
2S+1: 1
Lowest unoccupied orbital energy, eV: 3.29
Net charge: -1
Calculated total energy, eV: -42436.581
Relative energy (zero: lowest compared OMol25 entry of this formula, charge and spin), kcal/mol: 11.21